{
  "formula": "C9H6AuCl3O8",
  "method": "the ωB97M-V functional and the def2-TZVPD basis",
  "elements": ["Au", "Cl", "C", "C", "C", "Cl", "C", "O", "C", "C", "O", "C", "H", "H", "H", "O", "Cl", "O", "O", "O", "C", "O", "C", "O", "H", "H", "H"],
  "xyz": [[-0.030, -0.272, -0.061], [-0.365, -2.660, 6.709], [-0.499, -2.306, 5.013], [-1.745, -2.366, 4.392], [-1.868, -2.099, 3.049], [-3.425, -2.184, 2.296], [-0.752, -1.798, 2.249], [-0.923, -1.713, 0.943], [0.482, -1.685, 2.914], [1.681, -1.281, 2.223], [1.760, -0.928, 1.050], [0.600, -1.955, 4.286], [-2.626, -2.613, 4.969], [2.609, -1.297, 2.811], [1.567, -1.874, 4.770], [2.295, 2.830, 0.062], [0.988, 2.464, -0.360], [0.365, 3.454, -1.170], [1.072, 1.163, -1.171], [0.146, 2.108, 0.773], [-3.885, 0.807, -0.974], [-2.621, 0.453, -0.342], [-1.659, 0.131, -1.162], [-1.583, 0.044, -2.335], [-4.628, 0.706, -0.192], [-4.086, 0.132, -1.801], [-3.822, 1.834, -1.324]],
  "e_homo_ev": -9.27,
  "relative_energy_kcal_mol": 0.2
}

***

{
  "formula": "C9H6Cl4NO4",
  "method": "the ωB97M-V functional and the def2-TZVPD basis",
  "elements": ["Cl", "C", "C", "Cl", "C", "O", "C", "O", "C", "Cl", "C", "Cl", "C", "C", "C", "N", "O", "O", "H", "H", "H", "H", "H", "H"],
  "xyz": [[-0.389, 4.466, 1.569], [0.441, 2.979, 1.438], [-0.278, 1.798, 1.329], [-1.980, 1.780, 1.324], [0.366, 0.506, 1.162], [-0.275, -0.533, 0.998], [1.896, 0.478, 1.301], [2.496, -0.596, 1.328], [2.574, 1.769, 1.396], [4.271, 1.712, 1.484], [1.879, 2.970, 1.445], [2.734, 4.450, 1.531], [-0.874, -0.930, -2.424], [-1.232, -1.827, -1.332], [-0.398, -2.868, -0.753], [-2.449, -1.615, -0.769], [-2.821, -2.366, 0.162], [-3.149, -0.679, -1.230], [0.122, -1.182, -2.807], [-1.579, -1.006, -3.267], [-0.863, 0.120, -2.086], [0.519, -2.982, -1.343], [-0.106, -2.597, 0.276], [-0.905, -3.845, -0.733]],
  "e_homo_ev": -3.10,
  "charge": -1
}

***

{
  "formula": "C9H6ClO4S",
  "method": "the ωB97M-V functional and the def2-TZVPD basis",
  "elements": ["C", "C", "C", "C", "C", "C", "C", "C", "C", "O", "O", "O", "O", "S", "Cl", "H", "H", "H", "H", "H", "H"],
  "xyz": [[2.497, -0.519, 1.138], [1.859, -1.743, 1.080], [1.714, 0.598, 0.854], [0.626, -1.921, 0.661], [0.344, 0.431, 0.456], [-0.168, -0.846, 0.320], [-0.213, 1.850, 0.162], [-1.452, -1.205, -0.307], [-0.633, 2.215, -1.104], [-2.331, -0.071, -0.539], [0.040, 2.570, 1.145], [-2.853, 1.570, -2.331], [-0.911, 0.080, -2.593], [-1.717, 0.933, -1.719], [-1.495, 3.751, -1.085], [3.544, -0.531, 1.263], [2.387, -2.457, 1.733], [1.911, 1.646, 1.172], [0.102, -2.869, 0.663], [-1.280, -1.575, -1.321], [-1.970, -1.906, 0.352]],
  "e_homo_ev": -4.58,
  "relative_energy_kcal_mol": 22.6,
  "charge": -1,
  "smiles": "O=C1C(Cl)=[S@@](=O)([O-])OCc2ccccc21"
}

***

{
  "formula": "C9H6N2O5SV",
  "method": "the ωB97M-V functional and the def2-TZVPD basis",
  "elements": ["O", "C", "V", "O", "C", "C", "O", "C", "O", "C", "O", "C", "N", "C", "C", "N", "C", "S", "H", "H", "H", "H", "H", "H"],
  "xyz": [[0.555, -0.654, -6.942], [0.349, -0.244, -5.894], [0.622, -0.710, -0.923], [2.329, -2.876, -2.475], [1.640, -1.984, -2.107], [-0.542, 0.650, -1.759], [-1.294, 1.463, -2.112], [-0.786, -1.735, -1.830], [-1.737, -2.354, -2.103], [1.951, 0.431, -1.848], [2.801, 1.188, -2.111], [-0.706, -1.076, 3.179], [-0.544, 0.252, 2.573], [-1.088, 1.507, 2.922], [-0.718, 2.375, 1.922], [0.042, 1.649, 1.016], [0.186, 0.326, 1.433], [1.274, -1.103, 1.283], [-1.217, -1.716, 2.459], [0.291, -1.485, 3.342], [-1.254, -0.988, 4.100], [-1.638, 1.602, 3.872], [-0.920, 3.433, 1.839], [0.403, 2.047, 0.165]],
  "e_homo_ev": [-15.86, -16.55],
  "relative_energy_kcal_mol": 74.9,
  "spin_multiplicity": 4,
  "charge": 2
}